(1)
Molecular formula: C48H108F6N15O23P5
Method: DFT, ωB97M-V with the def2-TZVPD basis set

Computed properties:
Lowest unoccupied orbital energy: 0.2 eV
HOMO: -8.197 eV
SMILES: CN(C)P(=O)(N(C)C)N(C)C.CN(C)P(=O)(N(C)C)N(C)C.CN(C)P(=O)(N(C)C)N(C)C.CN(C)P(=O)(N(C)C)N(C)C.CN(C)P(=O)(N(C)C)N(C)C.O=C1OC[C@@H](F)O1.O=C1OC[C@@H](F)O1.O=C1OC[C@@H](F)O1.O=C1OC[C@@H](F)O1.O=C1OC[C@@H](F)O1.O=C1OC[C@@H](F)O1
Gap between HOMO and LUMO: 8.400 eV
Total energy: -183727.1329 eV

Each line ends with the Mulliken charge.
Positions of all 205 atoms, in Å:
1 O -3.36612 1.35840 -0.59832  0.121
2 P -4.52317 1.96556 0.10818  -0.805
3 N -4.16214 2.96018 1.40057  0.564
4 C -2.72431 3.38089 1.81061  -0.785
5 C -5.07071 3.11197 2.51955  -1.233
6 N -5.63728 0.87576 0.58549  0.693
7 C -5.15163 -0.21768 1.48930  -0.873
8 C -7.05714 0.75226 0.14484  -1.011
9 N -5.34914 2.91749 -0.95826  0.687
10 C -5.02503 2.67704 -2.35766  -0.280
11 C -5.99500 4.20100 -0.68610  -1.160
12 H -1.96856 2.82101 1.24499  0.119
13 H -2.76159 3.24897 2.90766  0.314
14 H -2.62271 4.42636 1.60285  0.301
15 H -4.82738 2.67325 3.49715  0.400
16 H -6.04058 2.67900 2.28283  0.367
17 H -5.31684 4.21498 2.73569  0.345
18 H -5.94900 -0.46430 2.16509  0.559
19 H -4.95020 -1.10297 0.79812  0.055
20 H -4.23801 0.03546 1.98379  -0.019
21 H -7.74779 0.85711 0.97114  0.353
22 H -7.30129 1.50277 -0.64569  0.239
23 H -7.40118 -0.23898 -0.27556  0.245
24 H -4.25992 3.36963 -2.72510  0.140
25 H -4.74941 1.65774 -2.47315  -0.539
26 H -5.98133 2.82083 -2.88673  0.416
27 H -6.98302 4.19648 -1.14204  0.342
28 H -5.41738 5.04055 -1.12894  0.237
29 H -6.20855 4.22176 0.36248  0.349
30 O 0.14712 -3.34839 1.31051  -0.498
31 P 0.72713 -2.00095 0.99163  -0.200
32 N 0.12938 -0.71862 1.90336  0.845
33 C -1.27890 -0.44276 1.59396  -0.385
34 C 0.41592 -0.71851 3.32932  -1.326
35 N 0.42106 -1.59253 -0.55265  0.706
36 C 0.29930 -2.79841 -1.47715  -1.098
37 C 0.65625 -0.33873 -1.21123  -0.206
38 N 2.30512 -1.85383 1.43756  0.717
39 C 2.92156 -0.56881 1.25532  -1.023
40 C 3.12619 -3.09931 1.39896  -1.015
41 H -1.47023 -0.43168 0.50548  -0.370
42 H -1.61960 0.59814 2.04769  0.307
43 H -2.00760 -1.14262 1.95185  -0.095
44 H -0.42614 -0.27546 3.81153  0.540
45 H 1.29806 -0.09935 3.43668  0.264
46 H 0.56917 -1.71586 3.72906  0.228
47 H -0.10972 -3.63314 -0.93220  0.183
48 H -0.31538 -2.44929 -2.26798  0.241
49 H 1.29524 -3.09130 -1.87013  0.198
50 H 1.55287 -0.36689 -1.96369  0.151
51 H -0.29685 -0.03068 -1.75689  -0.165
52 H 0.89040 0.41961 -0.49703  0.067
53 H 3.47000 -0.34592 0.29713  0.153
54 H 2.22341 0.25074 1.34668  0.310
55 H 3.66722 -0.37438 2.03703  0.394
56 H 2.47138 -3.90867 1.65662  0.170
57 H 3.82788 -3.02842 2.23958  0.379
58 H 3.59035 -3.18596 0.40650  0.263
59 O 1.36212 -8.15155 6.84134  -0.850
60 P 1.41035 -7.15197 5.73495  0.529
61 N 2.44536 -5.78378 5.95418  0.326
62 C 3.88471 -6.04674 5.97855  -1.161
63 C 2.04876 -4.61810 6.82185  -1.060
64 N -0.04173 -6.34219 5.46970  0.426
65 C -1.30329 -7.05599 5.91449  -1.034
66 C -0.18288 -5.36262 4.37563  -1.095
67 N 2.07431 -7.86138 4.35050  0.276
68 C 2.10487 -7.20009 3.06300  -1.041
69 C 1.83006 -9.27901 4.16670  -1.060
70 H 4.47727 -5.32193 5.43446  0.299
71 H 4.14425 -7.03962 5.58681  0.351
72 H 4.22567 -5.99175 7.00996  0.374
73 H 0.97130 -4.65471 6.91050  0.348
74 H 2.26442 -3.64698 6.38006  0.305
75 H 2.63558 -4.57722 7.79081  0.275
76 H -1.89354 -7.28074 5.05176  0.322
77 H -1.04415 -8.00349 6.39424  0.399
78 H -1.84148 -6.50888 6.72700  0.241
79 H -0.50855 -4.37393 4.76035  0.255
80 H 0.71290 -5.16395 3.80826  -0.027
81 H -0.88599 -5.74256 3.73973  0.613
82 H 2.52395 -6.18519 3.17973  0.157
83 H 2.67281 -7.80265 2.34155  0.481
84 H 1.09354 -7.08573 2.63566  0.347
85 H 2.64674 -9.52781 3.41872  0.370
86 H 0.86492 -9.51456 3.65668  0.257
87 H 2.13550 -9.78952 5.06895  0.385
88 O 5.55592 4.37299 -2.27033  -0.964
89 P 5.43454 4.25801 -0.80008  0.210
90 N 6.91635 3.73528 -0.11716  0.231
91 C 7.55613 2.53413 -0.66454  -1.013
92 C 7.87363 4.77248 0.03891  -0.996
93 N 4.40244 3.17973 -0.18963  0.999
94 C 4.67107 2.37133 1.05052  -1.311
95 C 3.18798 2.79942 -0.86857  -0.262
96 N 5.08521 5.80488 -0.29020  0.666
97 C 5.54485 6.89278 -1.08427  -1.086
98 C 4.44507 6.11427 1.00831  -1.154
99 H 8.20109 2.78280 -1.51459  0.308
100 H 6.89526 1.68771 -0.79851  0.190
101 H 8.23878 2.16412 0.05699  0.407
102 H 7.33675 5.69186 0.37847  0.147
103 H 8.35801 5.03977 -0.90852  0.336
104 H 8.62182 4.52765 0.73672  0.408
105 H 5.39614 2.86962 1.71926  0.416
106 H 3.73812 2.47372 1.61820  0.475
107 H 5.04935 1.38410 0.87034  0.175
108 H 3.06277 3.48753 -1.72787  -0.755
109 H 3.21191 1.79696 -1.29148  -0.084
110 H 2.33890 2.86923 -0.23720  0.739
111 H 4.88992 7.73704 -0.91743  0.389
112 H 6.57304 7.31272 -0.79765  0.252
113 H 5.60298 6.50967 -2.13616  0.186
114 H 3.70403 6.87945 0.74187  0.297
115 H 5.17388 6.54337 1.67478  0.294
116 H 4.14804 5.25952 1.50070  0.342
117 O 1.61652 4.01910 -4.08438  0.073
118 P 0.69531 5.16826 -3.88904  -0.859
119 N -0.39398 5.26742 -5.17362  0.218
120 C -1.85872 5.18544 -5.09978  -0.897
121 C 0.27335 4.70669 -6.33832  -0.859
122 N 1.56538 6.63004 -3.82907  0.640
123 C 2.87660 6.78936 -3.21006  -0.877
124 C 0.96510 7.84370 -4.43462  -1.102
125 N -0.24864 4.99131 -2.49737  1.094
126 C -0.49557 3.77523 -1.82632  -0.175
127 C -0.37484 6.24404 -1.75557  -0.987
128 H -2.17123 4.18571 -5.34253  0.198
129 H -2.23420 5.81264 -5.91344  0.413
130 H -2.23465 5.41329 -4.08328  0.296
131 H 0.95539 5.49375 -6.75197  0.188
132 H -0.48250 4.36335 -7.05548  0.414
133 H 0.84956 3.84872 -6.02063  0.070
134 H 3.03474 5.91129 -2.55289  0.008
135 H 3.74728 6.83183 -3.84612  0.352
136 H 2.85044 7.72739 -2.57901  0.345
137 H 1.56640 8.26498 -5.25364  0.361
138 H -0.03176 7.53220 -4.86942  0.230
139 H 0.74604 8.65961 -3.75361  0.389
140 H 0.05746 3.77011 -0.86825  0.092
141 H -1.51381 3.52144 -1.79043  0.426
142 H -0.00034 3.02540 -2.45905  -0.807
143 H 0.29895 6.26835 -0.89201  0.274
144 H -1.39674 6.30273 -1.32543  0.283
145 H -0.06995 7.06871 -2.36836  0.263
146 C -1.78291 -7.89920 -2.21150  -0.545
147 C -0.99509 -6.72264 -1.83505  0.361
148 O -0.36923 -7.05064 -0.56189  -0.253
149 C -0.74187 -8.32190 -0.25741  0.573
150 O -0.34453 -9.00090 0.59505  -0.473
151 O -1.66212 -8.78020 -1.09613  -0.372
152 F -1.82061 -5.66809 -1.55362  -0.226
153 H -1.31363 -8.34544 -3.03361  0.354
154 H -2.81240 -7.62903 -2.38974  0.329
155 H -0.20228 -6.38600 -2.53179  0.304
156 C -3.88474 -0.60919 -2.79279  -0.320
157 C -3.50097 -1.86012 -3.67981  0.610
158 O -4.66780 -2.32091 -4.16571  -0.352
159 C -5.70886 -1.79660 -3.44121  0.460
160 O -6.84494 -2.10868 -3.63931  -0.561
161 O -5.28418 -0.77438 -2.66344  -0.233
162 F -2.94299 -2.75833 -2.79441  -0.194
163 H -3.63900 0.24223 -3.38675  0.290
164 H -3.34596 -0.41751 -1.89877  0.096
165 H -2.78364 -1.71204 -4.52383  0.157
166 C 0.59428 1.23003 -4.37490  2.947
167 C 0.87784 0.16848 -5.34018  0.519
168 O -0.19066 0.17842 -6.24221  -0.414
169 C -1.17686 0.94077 -5.68873  0.395
170 O -2.24934 1.05590 -6.19357  -0.583
171 O -0.80683 1.49280 -4.55894  0.284
172 F 0.83289 -1.08942 -4.74078  -0.274
173 H 1.12559 2.15818 -4.50966  -1.514
174 H 0.71388 0.84598 -3.36395  -1.620
175 H 1.86211 0.17493 -5.86625  0.334
176 C -2.83794 -4.30145 1.00902  0.284
177 C -4.08584 -4.85597 0.43060  0.758
178 O -5.09184 -4.29163 1.31882  -0.362
179 C -4.46685 -3.81515 2.47418  0.501
180 O -5.12556 -3.54090 3.44122  -0.589
181 O -3.15897 -3.77112 2.34476  0.038
182 F -4.15666 -6.18915 0.50850  -0.350
183 H -2.53355 -3.43473 0.40997  -0.334
184 H -1.93454 -4.95284 1.00746  -0.155
185 H -4.35772 -4.51936 -0.59068  0.230
186 C 5.99006 3.07031 -4.91338  -0.391
187 C 4.45211 3.13311 -4.76274  1.038
188 O 4.20725 2.15292 -3.74069  0.467
189 C 5.28427 1.40635 -3.46428  0.228
190 O 5.26154 0.57536 -2.63191  -0.520
191 O 6.25915 1.81980 -4.29343  -0.426
192 F 3.79895 2.63129 -5.85429  -0.443
193 H 6.52102 3.79414 -4.31060  0.183
194 H 6.41719 2.99439 -5.96715  0.336
195 H 4.09742 4.12563 -4.46127  -0.374
196 C -4.92128 -2.86030 6.54093  -0.423
197 C -6.14541 -1.92366 6.33269  0.311
198 O -5.74805 -1.12898 5.28029  -0.341
199 C -4.38665 -1.21736 5.06975  0.576
200 O -3.87006 -0.59024 4.21066  -0.358
201 O -3.81667 -2.14623 5.85404  -0.318
202 F -6.28865 -1.11229 7.38831  -0.313
203 H -4.91854 -3.87376 6.04722  0.228
204 H -4.64049 -3.00168 7.57916  0.352
205 H -7.06624 -2.47304 6.11003  0.297


(2)
Molecular formula: C4HCl5S
Method: DFT, ωB97M-V with the def2-TZVPD basis set

Computed properties:
Lowest unoccupied orbital energy (alpha / beta): 0.5 / -3.3 eV
HOMO (alpha / beta): -7.472 / -9.448 eV
Spin multiplicity: 3
<S²>: 2.032
Gap between HOMO and LUMO (alpha / beta): 7.978 / 6.134 eV
Total energy: -77607.6956 eV

Each line ends with the Löwdin spin population.
Positions of all 11 atoms, in Å:
1 C -0.00460 -1.54397 -1.16549  -0.003
2 C -0.18199 -1.43466 0.20141  0.198
3 C 0.69412 -2.70158 -1.77748  0.482
4 C -0.68823 -0.21291 0.88329  0.016
5 S 1.69389 -2.68779 -3.04379  1.033
6 Cl -0.28374 -0.29421 -2.28201  0.012
7 Cl 0.41127 -2.54991 1.26378  0.052
8 Cl 0.38093 -4.19699 -0.98129  0.160
9 Cl 0.95483 0.51479 1.37481  0.038
10 Cl -1.77251 -0.48391 2.20336  0.012
11 H -0.92260 0.47986 0.01816  0.001


(3)
Molecular formula: C5H2N2S
Method: DFT, ωB97M-V with the def2-TZVPD basis set

Computed properties:
Lowest unoccupied orbital energy: -2.5 eV
HOMO: -9.770 eV
SMILES: N#CC1=NC(=S)C=C1
Gap between HOMO and LUMO: 7.306 eV
ΔE to the lowest compared entry with this formula, charge and spin: 0.835 eV
Total energy: -19029.3542 eV

Each line ends with the Mulliken charge.
Positions of all 10 atoms, in Å:
1 C 0.69452 1.40997 0.04918  0.157
2 C 1.33604 0.04790 0.08409  -0.255
3 C 0.46312 -0.84090 0.18129  -0.215
4 C -0.85722 -0.06647 -0.05936  0.713
5 C -2.03363 -0.85184 -0.41137  0.101
6 H 2.41194 -0.33264 0.34547  0.282
7 H 0.33715 -1.96513 0.55559  0.290
8 N -0.69628 1.20888 0.00794  -0.485
9 N -2.99922 -1.50915 -0.67559  -0.390
10 S 1.34358 2.89937 -0.07724  -0.198